No. 1
30
Properties=species:S:1:pos:R:3:forces:R:3:nbo_charge:R:1 method="wB97M-V/def2-TZVPD" smiles=Cc1c[nH]c2ccccc12.CCC relative_energy_ev=1.610 e_tot_ha=-522.161092 total_charge=0 max_force_ha_per_bohr=0.062 homo_lumo_gap_ev=8.80
C 2.5841 -0.7674 -2.1381 -1.30 1.08 -0.01 -0.64
C 1.9457 -0.6060 -0.7813 1.12 -1.58 -0.23 -0.08
C 2.0740 0.4799 0.0140 -0.29 1.28 -0.19 -0.04
N 1.4246 0.3303 1.2245 1.59 -1.95 -1.07 -0.55
C 1.0174 -1.0166 1.2237 -2.27 2.07 0.89 0.13
C 0.0351 -1.3940 2.1652 0.56 -0.80 -0.37 -0.22
C -0.7249 -2.4984 1.8587 1.12 0.03 -0.52 -0.23
C -0.4889 -3.1082 0.5976 -0.59 -0.71 -0.11 -0.23
C 0.5246 -2.8061 -0.2667 0.81 1.03 -0.19 -0.19
C 1.2759 -1.6235 -0.0125 -0.68 0.45 1.13 -0.10
H 1.9724 -0.1599 -2.8180 0.34 0.12 -0.15 0.22
H 2.5311 -1.7504 -2.5992 0.45 -0.23 0.53 0.22
H 3.5642 -0.3175 -2.0681 0.44 -0.33 -0.50 0.22
H 2.5930 1.3991 -0.2265 -0.15 -0.01 0.00 0.20
H 0.9393 1.0643 1.6974 0.02 0.11 0.28 0.41
H -0.0460 -0.7741 3.0459 -0.24 -0.23 0.29 0.21
H -1.3340 -3.0491 2.5561 -0.61 0.49 0.08 0.22
H -1.2493 -3.7836 0.2371 0.21 -0.78 0.26 0.21
H 0.7585 -3.3771 -1.1570 -0.55 0.00 -0.13 0.21
C -0.7697 2.9419 0.0077 0.97 -0.12 0.90 -0.62
C -1.5332 1.6386 0.0099 -0.18 -1.48 -2.05 -0.42
C -2.9546 1.8098 -0.5258 -0.67 0.29 -0.19 -0.61
H 0.2751 2.7991 -0.2687 0.16 -0.31 0.06 0.20
H -1.1172 3.6255 -0.7571 -0.51 0.27 0.19 0.22
H -0.7185 3.3783 1.0056 -0.38 0.53 -0.13 0.20
H -1.0249 1.0318 -0.7687 -0.24 0.02 0.27 0.20
H -1.4962 0.9405 0.8391 0.16 0.62 0.81 0.21
H -3.6665 0.9852 -0.4755 0.62 -0.66 0.14 0.21
H -3.5476 2.5838 -0.0248 0.48 0.40 -0.15 0.20
H -2.8435 2.0239 -1.5948 -0.38 0.38 0.18 0.20

No. 2
88
Properties=species:S:1:pos:R:3:forces:R:3:lowdin_spin:R:1 method="wB97M-V/def2-TZVPD" s_squared=2.054 multiplicity=3 e_tot_ha=-4118.200918 total_charge=0 max_force_ha_per_bohr=0.009 homo_lumo_gap_ev="4.80 / 5.82"
Au -0.5854 -0.0271 0.0961 -0.32 -0.06 0.08 0.13
Cl 1.3955 -6.2765 6.9075 -0.01 0.02 -0.03 0.00
C 1.0265 -5.1430 5.6411 0.04 -0.02 0.00 0.00
C -0.0775 -4.3191 5.7647 -0.02 0.02 -0.01 0.00
C -0.3621 -3.4152 4.7506 -0.04 -0.01 0.04 0.00
C 0.4432 -3.3271 3.6206 0.03 -0.02 -0.02 0.01
C 1.5466 -4.1715 3.5200 -0.01 0.01 -0.02 0.00
C 1.8457 -5.0776 4.5246 -0.01 -0.01 0.01 0.00
C 0.1388 -2.3320 2.5545 -0.03 -0.06 -0.02 0.08
C -0.2858 -2.8198 1.2938 -0.07 0.07 0.06 0.05
C -0.4536 -4.1734 0.9597 0.10 -0.08 -0.04 0.06
C -0.7333 -4.2312 -0.3879 -0.08 -0.08 0.02 0.06
C -0.7753 -2.9111 -0.8651 0.03 0.07 -0.04 0.05
C -1.0697 -2.5330 -2.1986 0.02 -0.08 0.04 0.08
C -1.1622 -3.6260 -3.2063 0.03 -0.03 -0.01 0.01
C -2.3796 -3.9654 -3.7878 -0.03 -0.01 0.00 0.00
C -2.4655 -4.9827 -4.7277 -0.01 0.02 0.01 0.00
C -1.3182 -5.6689 -5.0843 0.02 -0.02 -0.02 0.00
Cl -1.4141 -6.9422 -6.2652 0.00 0.02 0.03 0.00
C -0.0938 -5.3584 -4.5142 -0.01 0.00 0.00 0.00
C -0.0249 -4.3409 -3.5763 0.00 0.02 0.02 0.00
C -1.3165 -1.2495 -2.5896 -0.10 0.15 0.01 0.01
N -1.3325 -0.1244 -1.7828 0.13 -0.03 0.05 0.09
C -1.7154 0.9504 -2.5607 0.06 -0.14 -0.04 0.01
C -1.7901 2.2612 -2.1849 0.03 0.09 0.04 0.08
C -2.3195 3.2490 -3.1662 -0.03 0.03 -0.02 0.01
C -1.4877 4.2010 -3.7511 0.03 -0.01 0.01 0.00
C -1.9787 5.1082 -4.6764 0.01 -0.01 0.00 0.00
C -3.3208 5.0653 -5.0175 -0.01 0.01 -0.01 0.00
Cl -3.9457 6.2013 -6.1754 0.01 -0.01 0.01 0.00
C -4.1711 4.1327 -4.4498 -0.01 0.00 0.01 0.00
C -3.6635 3.2301 -3.5269 -0.01 -0.01 0.03 0.00
C -1.3200 2.7519 -0.9431 0.00 -0.05 0.01 0.05
C -1.2704 4.1051 -0.5650 0.02 0.06 -0.01 0.06
C -0.5935 4.1739 0.6325 -0.03 0.06 0.00 0.06
C -0.2716 2.8593 1.0057 0.05 -0.06 0.03 0.05
N -0.7229 1.9953 0.0388 -0.03 -0.13 0.02 0.01
C 0.3998 2.4888 2.1959 -0.04 0.07 -0.05 0.07
C 0.5115 1.2074 2.6403 0.03 -0.18 0.10 0.02
C 1.1048 0.8215 3.9065 -0.03 0.14 -0.09 -0.01
C 0.9795 -0.5059 4.0320 -0.05 -0.15 -0.07 0.00
C 0.3378 -1.0111 2.8307 0.03 0.19 0.07 0.01
N 0.0380 0.0663 2.0214 0.04 0.00 -0.11 0.10
C 0.9963 3.5792 3.0199 0.03 0.02 -0.02 0.01
C 0.2277 4.3014 3.9254 -0.02 0.02 0.03 0.00
C 0.7939 5.3039 4.6998 -0.02 -0.02 -0.01 0.00
C 2.1431 5.5808 4.5607 0.02 0.02 0.01 0.00
Cl 2.8622 6.8325 5.5314 -0.01 -0.02 -0.02 0.00
C 2.9299 4.8781 3.6633 0.01 0.00 -0.01 0.00
C 2.3493 3.8813 2.8936 -0.03 -0.01 0.00 0.00
C -1.9541 0.4692 -3.9049 -0.06 0.08 0.00 -0.01
C -1.6916 -0.8452 -3.9282 0.05 -0.10 0.01 -0.01
N -0.5102 -2.0530 0.1750 -0.02 0.15 -0.02 0.02
H -0.7067 -4.3860 6.6414 0.00 0.00 0.00 0.00
H -1.2263 -2.7682 4.8378 0.01 0.00 0.00 0.00
H 2.1819 -4.1112 2.6445 0.00 0.00 0.01 0.00
H 2.7077 -5.7259 4.4501 0.00 0.00 0.00 0.00
H -0.3614 -4.9957 1.6493 0.01 0.01 -0.01 0.00
H -0.9218 -5.1079 -0.9848 0.00 0.01 0.01 0.00
H -3.2750 -3.4304 -3.4957 0.00 0.01 0.00 0.00
H -3.4134 -5.2455 -5.1762 0.00 0.00 0.00 0.00
H 0.7916 -5.9055 -4.8068 0.00 0.00 0.00 0.00
H 0.9272 -4.0908 -3.1244 0.00 0.00 -0.01 0.00
H -0.4386 4.2269 -3.4833 0.00 -0.01 0.00 0.00
H -1.3284 5.8403 -5.1345 0.00 0.00 0.00 0.00
H -5.2170 4.1183 -4.7229 0.00 0.00 0.00 0.00
H -4.3227 2.5001 -3.0731 0.00 0.00 -0.01 0.00
H -1.6825 4.9223 -1.1321 0.01 -0.01 -0.02 0.00
H -0.3568 5.0546 1.2063 0.00 -0.02 0.00 0.00
H 1.5474 1.5175 4.5998 0.00 -0.01 0.01 0.00
H 1.3097 -1.1298 4.8456 0.00 0.00 0.01 0.00
H -0.8263 4.0737 4.0295 0.00 0.00 0.00 0.00
H 0.1982 5.8626 5.4082 0.00 0.00 0.00 0.00
H 3.9819 5.1101 3.5713 0.00 0.00 0.00 0.00
H 2.9517 3.3221 2.1873 0.00 0.00 0.01 0.00
H -2.2527 1.0960 -4.7288 0.00 0.01 0.01 0.00
H -1.7342 -1.5107 -4.7740 -0.01 -0.01 0.01 0.00
C 4.6060 0.3461 -0.4861 -0.07 -0.01 0.00 -0.02
C 4.0455 -0.8777 -0.1400 0.03 0.04 -0.02 0.03
C 2.6609 -1.0310 -0.0995 -0.10 -0.03 0.01 0.07
C 1.8953 0.0655 -0.4158 0.44 0.09 -0.07 0.57
C 2.4040 1.2954 -0.7620 -0.08 0.00 -0.01 0.07
C 3.7910 1.4274 -0.7985 0.03 -0.04 0.01 0.03
H 5.6820 0.4575 -0.5120 0.00 0.00 0.00 0.00
H 4.6828 -1.7193 0.1025 0.01 0.00 0.00 0.00
H 2.2153 -1.9805 0.1759 -0.01 0.01 0.00 0.01
H 1.7618 2.1362 -0.9967 -0.01 0.00 0.00 0.01
H 4.2287 2.3797 -1.0726 0.01 0.00 0.00 0.01